The following is a quantum chemistry calculation of a structure of composition C9H13IrNO at a distorted geometry, from the OMol25 dataset.

As for the spin multiplicity: 6. Its expectation value of S² is 8.7839. The strongest force on any atom is 4.71 eV Å⁻¹. The LUMO energy (alpha / beta) is 0.66 / -1.56 eV. The total energy is -584.65071 hartree. As for the net charge: 0.

Last column: Löwdin charge in e.
Cartesian coordinates (Å):
C1 0.926 -1.221 -1.788  -0.24
C2 -0.491 -1.127 -2.020  -0.22
C3 -1.168 -1.749 -0.922  -0.21
C4 -0.188 -2.249 -0.010  -0.22
C5 1.116 -1.934 -0.528  -0.22
Ir1 0.130 -0.034 -0.180  1.43
C6 -1.486 1.461 -0.766  -0.17
C7 -0.238 1.668 -1.310  -0.45
C8 0.493 2.423 -2.138  0.00
N1 1.593 0.986 0.040  -0.14
H1 -2.238 -1.806 -0.780  0.11
H2 -0.952 -0.617 -2.859  0.11
H3 -0.384 -2.766 0.921  0.11
H4 2.071 -2.140 -0.054  0.11
H5 1.722 -0.856 -2.431  0.11
H6 -2.287 1.009 -1.363  0.07
H7 2.169 1.579 0.657  0.01
H8 -1.756 2.036 0.118  0.06
H9 -0.028 3.181 -2.730  0.06
H10 1.574 2.298 -2.224  0.05
C9 -0.083 -0.026 3.178  -0.18
O1 -0.447 -0.112 1.807  -0.40
H11 0.866 -0.532 3.402  0.08
H12 -0.890 -0.506 3.747  0.07
H13 -0.024 1.034 3.456  0.07